1.
C38H32N9O4PtS2 | the ωB97M-V functional and the def2-TZVPD basis

ORCA input file:
```
! RIJCOSX wB97M-V def2-TZVPD def2/J DEFGRID3
* xyz -1 1
Pt -0.65 0.11 0.32
N 3.65 1.42 -3.11
C 3.64 0.59 -2.02
N 2.66 -0.15 -1.66
C 2.97 -0.90 -0.55
C 4.22 -0.74 -0.07
S 5.08 0.43 -1.00
C 2.02 -1.82 0.10
C 2.29 -3.14 0.16
S 1.20 -3.97 1.22
C 0.46 -2.43 1.57
N 0.94 -1.42 0.89
N -0.43 -2.29 2.58
H 2.73 1.71 -3.40
H 4.33 2.16 -3.08
H 4.68 -1.19 0.79
H 3.07 -3.68 -0.35
H -0.99 -3.10 2.80
H -0.94 -1.42 2.54
C 2.57 4.06 2.19
N 1.91 3.50 1.03
C 1.67 4.24 -0.08
C 1.01 3.74 -1.14
C 0.46 2.40 -1.07
O -0.20 1.90 -1.97
N 0.73 1.69 0.09
C 1.45 2.16 1.13
O 1.73 1.53 2.14
H 2.44 5.14 2.20
H 3.64 3.82 2.18
H 2.14 3.62 3.08
H 2.06 5.25 -0.07
H 0.82 4.34 -2.02
O -3.76 -0.56 1.98
C -3.39 -1.39 1.18
N -4.09 -2.52 0.83
C -3.39 -3.34 -0.12
C -2.09 -2.50 -0.28
O -1.15 -2.83 -0.98
N -2.17 -1.42 0.52
C -4.17 -3.51 -1.43
C -3.58 -3.30 -2.67
C -4.33 -3.45 -3.83
C -5.66 -3.83 -3.76
C -6.25 -4.05 -2.53
C -5.50 -3.91 -1.37
C -3.00 -4.70 0.46
C -3.11 -4.95 1.82
C -2.75 -6.19 2.34
C -2.29 -7.19 1.50
C -2.15 -6.93 0.15
C -2.49 -5.69 -0.37
H -5.08 -2.60 1.02
H -2.54 -3.00 -2.72
H -3.86 -3.27 -4.79
H -6.24 -3.93 -4.67
H -7.29 -4.34 -2.47
H -5.97 -4.12 -0.41
H -3.48 -4.17 2.48
H -2.85 -6.37 3.41
H -2.04 -8.16 1.90
H -1.77 -7.70 -0.51
H -2.37 -5.49 -1.43
C -5.52 0.51 -2.15
C -5.65 1.34 -1.04
C -4.54 1.69 -0.30
C -3.26 1.22 -0.64
C -3.14 0.39 -1.77
C -4.26 0.05 -2.51
N -2.17 1.48 0.16
C -1.99 2.72 0.74
C -2.39 3.91 0.08
C -2.09 5.15 0.62
C -1.41 5.26 1.82
C -1.04 4.10 2.50
C -1.32 2.86 1.96
H -6.40 0.23 -2.73
H -6.63 1.70 -0.75
H -4.64 2.32 0.58
H -2.16 0.03 -2.04
H -4.16 -0.58 -3.38
H -2.89 3.83 -0.87
H -2.39 6.04 0.07
H -1.17 6.24 2.22
H -0.53 4.18 3.45
H -1.02 1.95 2.48
*
```

Calculated values
* molecular weight: 937.95 g/mol
* Kohn-Sham gap: 5.85 eV
* ΔE to the lowest compared entry with this formula, charge and spin: 97.57 kJ/mol

---

2.
C39H43N4O3PSSiTi | the ωB97M-V functional and the def2-TZVPD basis

ORCA input file:
```
! RIJCOSX wB97M-V def2-TZVPD def2/J DEFGRID3
* xyz 0 1
Ti -0.41 0.80 0.24
C -3.24 -2.10 1.16
C -2.43 -1.24 0.22
O -1.52 -0.52 0.78
C -2.65 -1.25 -1.14
C -1.91 -0.45 -2.06
C -2.12 -0.69 -3.53
N -1.09 0.46 -1.62
N -0.38 1.24 -2.50
C 0.22 2.22 -1.87
O 0.03 2.44 -0.61
C 1.10 3.12 -2.64
C 1.57 4.29 -2.05
C 2.43 5.12 -2.75
C 2.85 4.77 -4.02
C 2.39 3.60 -4.61
C 1.51 2.79 -3.93
H -3.72 -1.45 1.89
H -2.56 -2.75 1.71
H -3.98 -2.69 0.63
H -3.39 -1.91 -1.55
H -3.16 -0.53 -3.79
H -1.87 -1.72 -3.76
H -1.49 -0.03 -4.11
H 1.25 4.54 -1.05
H 2.78 6.04 -2.30
H 3.54 5.41 -4.57
H 2.72 3.34 -5.60
H 1.13 1.88 -4.37
N 0.93 -1.58 2.58
C 1.88 -2.40 2.04
C 2.82 -3.02 2.89
C 3.70 -3.96 2.40
C 3.69 -4.31 1.06
C 2.80 -3.69 0.21
C 1.90 -2.72 0.67
P 0.81 -1.87 -0.54
C 0.31 -3.39 -1.46
C -0.80 -4.08 -0.96
C -1.28 -5.21 -1.59
C -0.65 -5.69 -2.73
C 0.47 -5.03 -3.22
C 0.94 -3.89 -2.59
C 2.08 -1.22 -1.70
C 1.70 -0.93 -3.01
C 2.61 -0.36 -3.89
C 3.88 -0.02 -3.46
C 4.25 -0.30 -2.15
C 3.36 -0.90 -1.28
H 0.44 -0.97 1.93
H 1.15 -1.16 3.47
H 2.83 -2.74 3.93
H 4.41 -4.42 3.07
H 4.36 -5.06 0.68
H 2.80 -3.94 -0.83
H -1.28 -3.71 -0.06
H -2.13 -5.73 -1.19
H -1.02 -6.57 -3.23
H 0.98 -5.40 -4.09
H 1.81 -3.38 -2.99
H 0.70 -1.16 -3.34
H 2.31 -0.16 -4.91
H 4.57 0.46 -4.13
H 5.24 -0.04 -1.81
H 3.67 -1.12 -0.27
C -2.67 0.63 5.06
Si -2.61 2.52 4.77
C -4.06 3.25 5.78
C -1.01 3.41 5.33
C -2.89 2.72 2.91
C -4.00 3.25 2.28
C -4.16 3.13 0.90
C -3.20 2.45 0.18
N -2.10 1.97 0.75
C -1.93 2.12 2.07
S -0.44 1.52 2.64
H -2.43 0.37 6.08
H -1.98 0.11 4.40
H -3.67 0.24 4.86
H -3.91 3.00 6.82
H -5.02 2.84 5.48
H -4.12 4.33 5.71
H -0.86 3.28 6.40
H -1.06 4.47 5.13
H -0.15 3.01 4.82
H -4.75 3.76 2.86
H -5.03 3.53 0.41
H -3.29 2.29 -0.89
C 2.33 1.38 0.71
O 1.29 0.50 0.44
H 2.85 1.62 -0.23
H 3.06 0.92 1.40
H 1.95 2.31 1.15
*
```

Calculated values
* molecular weight: 754.79 g/mol
* Kohn-Sham gap: 7.36 eV
* ΔE to the lowest compared entry with this formula, charge and spin: 119.12 kJ/mol

---

3.
CH6N3O3S | the ωB97M-V functional and the def2-TZVPD basis

ORCA input file:
```
! RIJCOSX wB97M-V def2-TZVPD def2/J DEFGRID3
* xyz 1 1
C -2.67 -0.18 -0.20
N -3.39 0.74 -0.19
N 2.55 0.41 -0.89
N -1.80 -1.05 -0.37
O 2.12 0.11 1.45
O 0.72 -1.15 -0.20
O 3.91 0.70 -0.62
S 2.13 -0.88 0.15
H -4.06 1.30 0.29
H 2.25 -0.29 2.31
H 2.47 0.17 -1.88
H -2.05 -1.98 -0.71
H -0.71 -0.94 -0.25
H 3.92 1.56 -0.17
*
```

Calculated values
* molecular weight: 140.14 g/mol
* Kohn-Sham gap: 10.43 eV
* ΔE to the lowest compared entry with this formula, charge and spin: 0.00 kJ/mol

---

4.
C5H9N | the ωB97M-V functional and the def2-TZVPD basis

ORCA input file:
```
! RIJCOSX wB97M-V def2-TZVPD def2/J DEFGRID3
* xyz 0 1
C -0.88 1.36 0.01
C 0.02 0.20 -0.41
N -1.70 -1.37 0.03
C -0.47 -1.19 -0.40
C 1.44 0.36 0.04
C 2.26 -0.63 0.37
H -2.08 -2.30 0.04
H -2.32 -0.64 0.39
H 0.05 -0.04 -1.55
H 1.77 1.38 0.11
H -1.06 1.33 1.09
H -1.84 1.32 -0.50
H -0.41 2.31 -0.22
H 3.28 -0.43 0.67
H 1.95 -1.66 0.32
*
```

Calculated values
* molecular weight: 83.13 g/mol
* Kohn-Sham gap: 8.99 eV
* ΔE to the lowest compared entry with this formula, charge and spin: 285.34 kJ/mol

---

5.
C3H8N2S | the ωB97M-V functional and the def2-TZVPD basis

ORCA input file:
```
! RIJCOSX wB97M-V def2-TZVPD def2/J DEFGRID3
* xyz 0 1
H 0.27 2.30 -0.03
N -0.51 1.64 0.04
C 0.02 0.50 -0.13
N 1.40 0.34 -0.26
C 2.20 -0.87 0.10
S -0.99 -0.98 -0.15
C -2.65 -0.21 0.03
H 1.94 1.13 -0.34
H 3.24 -0.51 0.33
H 1.76 -1.37 0.95
H 2.24 -1.72 -0.67
H -3.36 -1.07 0.00
H -2.82 0.52 -0.83
H -2.76 0.31 0.97
*
```

Calculated values
* molecular weight: 104.18 g/mol
* SMILES: [H]/N=C(\NC)SC
* Kohn-Sham gap: 9.60 eV
* ΔE to the lowest compared entry with this formula, charge and spin: 115.46 kJ/mol

---

Q: Which of these has the lowest ΔE to the lowest compared entry with this formula, charge and spin?
A: CH6N3O3S

---

Q: The lowest Kohn-Sham gap belongs to which entry?
A: C38H32N9O4PtS2